# 1
Molecular formula: C19H34O3
Method: DFT, wB97M-V/def2-TZVPD

Structure (ORCA input):
```
! RIJCOSX wB97M-V def2-TZVPD def2/J DEFGRID3
* xyz 0 1
C -2.3134 3.5327 -0.6497
H -3.5986 -2.5748 2.1077
C -3.8937 -3.3059 -0.4472
H 2.1066 2.4888 -1.8108
O 5.1140 0.5483 -1.1567
H -7.1180 -1.0829 -0.1155
C -3.9152 -1.8707 0.0985
C -0.8674 2.8921 1.3305
H -0.8455 2.2495 2.2133
H 5.1864 -3.6246 -0.3844
C -6.2073 -1.4590 -0.5804
O -5.2372 -1.4492 0.4347
H -4.1307 0.6918 0.1794
H 5.9679 -3.3900 1.1815
H -4.3084 -3.3570 -1.4513
H 1.0735 1.0373 1.5727
H -2.9825 2.6175 1.1651
H -2.1160 -2.0529 1.2922
H -3.2837 -0.8589 1.8956
H 3.8225 2.2067 -1.4855
H 7.2403 -1.2093 1.6407
C -2.1180 2.5417 0.4953
H -6.3979 -2.4674 -0.9623
H -2.2154 -1.2292 -1.0499
H -1.5461 3.4035 -1.4091
H -3.7431 -1.0907 -1.8994
C -2.0208 1.0976 -0.0072
H -3.2832 3.3880 -1.1185
C 2.8743 2.4834 -1.0383
C 1.2762 1.7481 0.7808
H -5.9414 -0.8034 -1.4162
C 2.5037 1.5199 0.0416
O 4.9202 -1.1262 0.3291
C 0.3982 2.7288 0.5608
H 2.9505 3.4895 -0.6290
H 8.2542 -1.5173 0.2199
C -3.3386 0.5581 -0.5606
H -1.2531 1.0400 -0.7828
C 4.5039 0.0125 -0.2571
H -0.9546 3.9294 1.6652
H -1.6957 0.4649 0.8195
H -2.2687 4.5556 -0.2814
H 0.5682 3.4539 -0.2215
C -3.2577 -0.9287 -0.9347
C 7.3286 -1.0660 0.5660
H 6.2124 -1.5059 -1.2229
C 3.2489 0.4399 0.3582
C 6.0562 -3.2046 0.1141
H 2.9223 -0.2200 1.1502
H -4.4698 -3.9582 0.2053
H -2.8692 -3.6654 -0.4840
H 6.9502 -3.6947 -0.2604
C -3.1704 -1.8355 1.4360
H -3.6145 1.1355 -1.4445
C 6.1404 -1.7068 -0.1453
H 7.3561 -0.0001 0.3525
*
```

Values from the calculation:
Energy above the lowest of the compared OMol25 structures with the same formula, charge and spin ... 8.8 kJ/mol
Electronic energy ... -970.0731 hartree
F_max ... 0.76 eV Å⁻¹
Gap between HOMO and LUMO ... 9.076 eV
SMILES string ... COC(C)(C)CCC[C@H](C)C/C=C/C(C)=C/C(=O)OC(C)C
E_LUMO ... 0.3 eV

***

# 2
Molecular formula: C19H35BFN2O7
Method: DFT, wB97M-V/def2-TZVPD

Structure (ORCA input):
```
! RIJCOSX wB97M-V def2-TZVPD def2/J DEFGRID3
* xyz -1 1
C -1.5896 -1.7197 3.4804
H -2.6543 -0.4010 1.2045
H -0.4949 -0.3371 0.4417
O -2.7856 2.9999 -0.2810
N -2.1847 -4.2440 -2.2255
O -2.2770 1.4835 -3.0761
H -2.5593 -3.5726 3.0127
H -2.4661 1.7945 2.2571
H -0.9891 -2.3805 4.1020
C 0.6799 3.1718 -0.8907
H 1.3079 -1.7178 0.9871
C 1.7931 -0.3384 -0.6393
C 1.9526 3.6639 -1.6003
C -0.9720 1.3424 -0.9435
H 1.7291 3.8363 -2.6567
H -2.0952 -1.0077 4.1344
C 3.1685 2.7473 -1.4134
H -1.2201 -2.6145 1.0711
O -2.9407 0.1857 -1.3329
H 2.1871 4.6439 -1.1725
H -3.6487 -2.1574 2.8560
H 2.8489 -3.1984 -0.0917
C -1.5261 1.9974 1.7378
O 4.2185 -1.8186 -0.7278
H -1.8134 -1.4648 -2.8487
C -0.6952 -0.1505 -0.6235
O 5.1928 -0.3695 0.6984
H 6.1516 -1.2805 -0.8254
C 3.2746 -2.2510 0.2384
C -2.6429 -2.5390 2.6742
F 5.4165 -3.1243 -2.2236
C 5.2300 -1.1245 -0.2586
H -3.2439 -2.1291 -2.0618
H -0.7964 1.2025 1.8888
H 2.5734 -0.5705 1.3442
O -2.6209 -4.9574 -1.4167
H -3.6712 2.7204 -0.0238
C 0.4880 -0.8355 -1.3122
H 3.0416 1.8525 -2.0208
H 0.0485 4.0616 -0.7848
N -0.0032 2.1510 -1.6707
H -1.0125 4.1464 1.5241
B -1.8127 2.1374 0.1927
C -2.7858 -1.2246 0.4961
H 0.6411 1.6012 -2.2223
H -2.7977 -3.3637 0.7034
H -1.3560 3.6099 3.1936
H -0.9588 -1.1696 2.7815
H 0.9994 2.8290 0.1055
H 3.2701 2.4825 -0.3615
H 0.1680 3.1838 2.4052
C -2.0730 -0.8802 -0.8021
C 2.1824 -1.2154 0.5547
C -2.1140 1.0813 -1.9799
H 2.5906 -0.2367 -1.3703
H 0.4917 -0.5252 -2.3645
H 3.8110 -2.4444 1.1715
C -0.8981 3.3368 2.2447
H 0.4470 -1.9190 -1.2326
H 1.5762 0.6579 -0.2496
C -2.3031 -2.5165 1.1774
H -3.8593 -1.3278 0.3174
C -2.1816 -1.9139 -1.9214
O -1.5059 -3.1422 -1.6216
H 4.0686 3.2628 -1.7484
*
```

Values from the calculation:
Electronic energy ... -1505.8012 hartree
F_max ... 2.57 eV Å⁻¹
Gap between HOMO and LUMO ... 4.888 eV
E_LUMO ... 1.5 eV